Record 1
The following is a DFT calculation (ωB97M-V with the def2-TZVPD basis set) of an isolated molecule of C4H8N2O.

Frontier orbital gap = 10.046 eV
Energy above the lowest of the compared OMol25 structures with the same formula, charge and spin = 252.8 kJ/mol
SMILES = C[C@H]1CC(=O)N1N
HOMO energy = -0.3334 Eh
Molar mass = 100.12 g/mol

Last column: natural (NBO) charge in e.
Cartesian coordinates (Å):
1 O -1.714 1.171 -1.763  -0.57
2 N -0.762 -0.412 -0.265  -0.32
3 N -1.458 -1.548 -0.184  -0.62
4 C 1.610 -0.539 0.616  -0.62
5 C 0.240 0.105 0.721  -0.04
6 C 0.170 1.481 -0.044  -0.51
7 C -0.883 0.868 -0.984  0.68
8 H -0.223 2.290 0.547  0.23
9 H -1.195 -2.142 -0.986  0.35
10 H -0.231 0.161 1.711  0.19
11 H 1.972 -0.238 -0.457  0.20
12 H -2.470 -1.294 -0.365  0.36
13 H 1.159 1.864 -0.557  0.23
14 H 2.312 -0.128 1.365  0.22
15 H 1.473 -1.639 0.645  0.22

=====

Record 2
The following is a DFT calculation (ωB97M-V with the def2-TZVPD basis set) of a cluster of 2 separate species, C4H7N2O4 in total.

Frontier orbital gap (alpha / beta) = 8.034 / 8.035 eV
Energy above the lowest of the compared OMol25 structures with the same formula, charge and spin = 114.7 kJ/mol
HOMO energy (alpha / beta) = -0.1678 / -0.1678 Eh
Molar mass = 147.11 g/mol
Net charge = -1

Last column: natural (NBO) charge in e.
Cartesian coordinates (Å):
1 O 0.895 -2.492 -1.246  -0.74
2 O -0.090 -2.837 0.724  -0.71
3 O -0.053 1.945 -1.571  -0.59
4 O -1.232 2.144 0.190  -0.61
5 N 1.465 -0.148 -0.861  -0.69
6 N -0.999 1.514 -0.884  0.41
7 C 0.633 -0.658 0.020  0.37
8 C 0.440 -0.123 1.360  -0.76
9 C -1.641 0.366 -0.965  -0.39
10 C 0.427 -2.198 -0.172  0.70
11 H 1.479 0.786 -1.067  0.41
12 H -0.137 0.749 1.399  0.29
13 H 1.659 -0.571 -1.748  0.42
14 H -2.390 0.271 -0.265  0.20
15 H -0.178 -0.813 2.013  0.27
16 H -1.693 -0.225 -1.920  0.19
17 H 1.319 0.359 1.877  0.24

=====

Record 3
The following is a DFT calculation (ωB97M-V with the def2-TZVPD basis set) of a cluster of 3 separate species, C3H9N3 in total.

Frontier orbital gap = 3.651 eV
Energy above the lowest of the compared OMol25 structures with the same formula, charge and spin = 990.7 kJ/mol
HOMO energy = -0.2882 Eh
Molar mass = 87.13 g/mol

Last column: natural (NBO) charge in e.
Cartesian coordinates (Å):
1 N 1.099 -1.161 0.808  -0.55
2 N 0.772 1.476 -1.779  -0.96
3 N 0.885 -1.040 3.231  -0.55
4 C -1.408 -0.008 -1.602  -0.26
5 C 1.087 -0.556 1.985  0.16
6 C -1.655 -0.227 -0.300  -0.33
7 H 1.725 1.535 -1.806  0.35
8 H 1.095 -0.365 0.128  0.35
9 H 0.507 -2.001 3.153  0.32
10 H -2.058 -0.241 -2.441  0.22
11 H -0.402 0.647 -1.747  0.29
12 H 1.548 0.445 2.000  0.15
13 H -0.873 -0.591 0.279  0.22
14 H 0.326 2.262 -2.149  0.34
15 H -2.650 -0.175 0.241  0.24

=====

Record 4
The following is a DFT calculation (ωB97M-V with the def2-TZVPD basis set) of an isolated molecule of C6H12N2.

Frontier orbital gap = 8.972 eV
Energy above the lowest of the compared OMol25 structures with the same formula, charge and spin = 682.3 kJ/mol
SMILES = CN[C@]12CCN[C@@H]1C2
HOMO energy = -0.2972 Eh
Molar mass = 112.18 g/mol

Last column: natural (NBO) charge in e.
Cartesian coordinates (Å):
1 N 0.836 -0.530 -0.722  -0.65
2 N -1.592 0.414 -1.028  -0.62
3 C -2.080 -0.655 -0.230  -0.23
4 C 0.171 0.181 0.341  0.07
5 C -0.761 1.224 -0.219  -0.12
6 C 0.704 1.627 0.313  -0.38
7 C 2.127 -0.769 -0.205  -0.44
8 C -0.944 -0.845 0.979  -0.41
9 H 2.958 -1.183 -0.943  0.19
10 H -1.024 -0.012 -1.677  0.36
11 H -1.360 1.346 0.669  0.18
12 H -0.484 -1.731 1.267  0.22
13 H 0.732 2.385 1.150  0.24
14 H 2.827 0.094 -0.128  0.18
15 H 2.161 -1.520 0.720  0.21
16 H 1.701 1.745 -0.196  0.22
17 H -1.489 -0.294 1.841  0.21
18 H -3.112 -0.226 0.226  0.19
19 H -2.382 -1.642 -0.788  0.23
20 H 1.011 0.390 -1.371  0.34

=====

Record 5
The following is a DFT calculation (ωB97M-V with the def2-TZVPD basis set) of a structure of composition C2H3N2OP.

Frontier orbital gap = 9.964 eV
Energy above the lowest of the compared OMol25 structures with the same formula, charge and spin = 241.8 kJ/mol
HOMO energy = -0.3661 Eh
Molar mass = 102.03 g/mol

Last column: natural (NBO) charge in e.
Cartesian coordinates (Å):
1 P -2.105 0.378 0.385  0.34
2 O 0.390 -0.871 0.798  -0.43
3 N 0.474 0.746 -0.637  -0.33
4 N 1.721 0.384 -0.442  -0.25
5 C 1.732 -0.584 0.345  0.26
6 C -0.319 0.028 0.130  0.21
7 H 2.550 -0.871 0.941  0.21
8 H -2.063 1.393 -0.447  -0.02
9 H -2.381 -0.604 -1.073  0.01

=====

Record 6
The following is a DFT calculation (ωB97M-V with the def2-TZVPD basis set) of a structure of composition C10H30AgBrN6O4.

Frontier orbital gap = 4.663 eV
Energy above the lowest of the compared OMol25 structures with the same formula, charge and spin = 651.9 kJ/mol
HOMO energy = -0.2671 Eh
Molar mass = 486.16 g/mol

Last column: natural (NBO) charge in e.
Cartesian coordinates (Å):
1 Ag 8.822 -19.734 -17.562  0.84
2 Br 11.510 -21.742 -14.904  -0.86
3 O 7.647 -16.542 -15.794  -0.55
4 O 4.548 -21.533 -11.134  -0.68
5 O 11.906 -16.608 -18.552  -0.69
6 O 6.280 -24.946 -20.031  -0.54
7 N 5.529 -17.788 -17.341  -0.85
8 N 6.491 -20.676 -11.688  -0.81
9 N 13.534 -16.308 -17.157  -0.83
10 N 5.039 -20.771 -13.196  -0.82
11 N 7.876 -22.646 -20.926  -0.82
12 N 13.169 -14.700 -18.690  -0.85
13 C 5.718 -23.634 -20.128  -0.08
14 C 6.463 -22.766 -21.210  -0.07
15 C 4.675 -15.677 -18.080  -0.63
16 C 6.215 -23.216 -22.613  -0.63
17 C 5.339 -21.128 -11.997  0.73
18 C 12.818 -15.883 -18.181  0.76
19 C 6.968 -25.007 -18.773  -0.26
20 C 5.944 -16.371 -17.536  -0.06
21 C 6.457 -15.790 -16.188  -0.07
22 C 8.457 -15.834 -14.874  -0.25
23 H 7.217 -20.368 -12.320  0.38
24 H 13.204 -17.163 -16.733  0.43
25 H 7.874 -15.537 -14.003  0.17
26 H 6.229 -24.790 -18.001  0.17
27 H 3.779 -15.786 -17.469  0.21
28 H 6.818 -16.384 -18.187  0.20
29 H 12.455 -14.174 -19.175  0.42
30 H 8.134 -23.603 -20.732  0.35
31 H 4.716 -18.012 -16.785  0.36
32 H 14.397 -15.825 -16.952  0.38
33 H 6.522 -22.358 -23.211  0.20
34 H 6.813 -14.766 -16.300  0.18
35 H 5.156 -23.364 -22.826  0.22
36 H 4.897 -14.611 -18.117  0.21
37 H 5.090 -17.976 -18.231  0.34
38 H 8.163 -22.547 -21.889  0.35
39 H 4.689 -23.759 -20.465  0.18
40 H 5.657 -23.011 -19.236  0.18
41 H 5.774 -20.268 -13.673  0.38
42 H 5.658 -15.832 -15.447  0.17
43 H 6.769 -24.109 -22.903  0.21
44 H 7.864 -24.392 -18.694  0.18
45 H 6.885 -20.880 -10.781  0.41
46 H 4.165 -21.066 -13.607  0.41
47 H 8.883 -14.906 -15.256  0.16
48 H 7.241 -26.038 -18.548  0.20
49 H 9.355 -16.413 -14.658  0.20
50 H 4.470 -16.070 -19.076  0.21
51 H 14.123 -14.402 -18.545  0.39
52 H 5.956 -21.801 -21.225  0.17

=====

- The lowest molar mass belongs to which entry?
  C3H9N3

=====

- energy above the lowest of the compared OMol25 structures with the same formula, charge and spin of number 6 (C10H30AgBrN6O4)?
  651.9 kJ/mol

=====

- What is the energy above the lowest of the compared OMol25 structures with the same formula, charge and spin in the fourth record?
  682.3 kJ/mol